2 unconnected molecules or ions with the total composition C7H14FNO2, computed with wB97M-V/def2-TZVPD.

Summary:
Relative energy (zero: lowest compared OMol25 entry of this formula, charge and spin) in kJ/mol: 95.8
Max |F| in eV Å⁻¹: 4.4
Gap between HOMO and LUMO in eV: 8.65

Each line ends with the Löwdin charge.
Atoms and positions in Å:
C (0.47, 0.21, 1.77)  -0.4925
C (-0.68, 2.90, -0.10)  -0.0553
C (-1.45, -1.71, -0.70)  -0.0660
C (0.92, -2.34, -0.01)  -0.0524
C (-0.87, 1.34, -0.14)  -0.1950
C (0.38, 0.69, 0.33)  -0.2735
C (-0.03, -1.32, -0.55)  -0.4003
N (1.55, 1.14, -0.27)  0.1172
O (1.76, -0.07, 2.15)  0.0691
O (-0.43, -0.07, 2.52)  0.1053
F (0.39, -0.85, -1.78)  -0.0302
H (-1.52, 3.36, -0.49)  0.0440
H (-0.59, 3.20, 0.88)  0.0551
H (0.10, 3.16, -0.83)  0.0799
H (-2.29, -1.01, -0.99)  0.0864
H (-1.93, -2.12, 0.26)  0.1122
H (-1.55, -2.58, -1.44)  0.1092
H (1.98, -2.30, -0.31)  0.0782
H (0.92, -2.43, 1.23)  0.1533
H (0.66, -3.34, -0.38)  0.0720
H (-1.78, 1.00, 0.34)  0.1122
H (-1.15, 1.08, -1.19)  0.1212
H (1.37, 1.63, -1.07)  0.0559
H (2.24, 0.48, -0.52)  0.0899
H (2.31, 0.63, 1.73)  0.1040

---

A molecular structure, C7H14HgPS, computed with wB97M-V/def2-TZVPD.

Summary:
Relative energy (zero: lowest compared OMol25 entry of this formula, charge and spin) in kJ/mol: 0.0
Max |F| in eV Å⁻¹: 4.5
Total charge: -1
Gap between HOMO and LUMO in eV: 2.92

Each line ends with the Löwdin charge.
Atoms and positions in Å:
C (1.22, 2.83, -0.16)  -0.2308
C (2.60, 2.36, -0.20)  -0.3473
C (2.81, 1.57, 1.00)  -0.4122
C (1.48, 1.27, 1.51)  -0.3272
C (0.56, 2.20, 0.87)  -0.2225
Hg (2.09, 0.16, -0.40)  0.5447
P (1.07, -1.25, -2.04)  0.3966
H (0.80, 3.59, -0.81)  0.0757
H (3.40, 2.75, -0.82)  0.0742
H (3.74, 1.42, 1.53)  0.0846
H (-0.47, 2.39, 1.15)  0.0773
H (1.31, 0.69, 2.42)  0.0702
H (1.05, -2.67, -1.84)  -0.1779
H (1.66, -0.99, -3.32)  -0.1905
H (-0.30, -0.84, -2.11)  -0.2182
C (-2.20, -2.56, 1.36)  -0.4576
S (-1.67, -0.98, 0.67)  0.6315
C (-2.89, -0.86, -0.64)  -0.4947
H (-1.37, -2.94, 1.98)  0.0234
H (-2.41, -3.26, 0.55)  0.0262
H (-3.08, -2.40, 1.99)  0.0235
H (-2.95, -1.81, -1.19)  0.0204
H (-3.86, -0.61, -0.20)  0.0223
H (-2.58, -0.06, -1.32)  0.0083

---

A molecular structure, C7H14IrN2OP, computed with wB97M-V/def2-TZVPD.

Summary:
Relative energy (zero: lowest compared OMol25 entry of this formula, charge and spin) in kJ/mol: 120.4
Max |F| in eV Å⁻¹: 6.2
Gap between HOMO and LUMO (alpha / beta) in eV: 3.81 / 6.54
⟨S²⟩: 6.040
Spin multiplicity: 5

Each line ends with the Löwdin charge.
Atoms and positions in Å:
C (-0.60, 0.33, -1.27)  -0.1598
C (-1.39, 1.46, -1.46)  -0.1531
C (-0.55, 2.56, -1.90)  -0.0574
C (0.86, 2.10, -1.92)  -0.1268
C (0.95, 0.70, -1.65)  -0.0548
Ir (0.68, -1.37, 0.94)  0.6676
P (0.08, -2.90, -0.28)  0.2899
H (-0.91, -0.74, -1.54)  0.0380
H (-2.44, 1.47, -1.24)  0.0791
H (-0.88, 3.58, -2.14)  0.0937
H (1.71, -0.01, -1.52)  0.0264
H (1.70, 2.73, -1.88)  0.0609
H (1.13, -3.57, -0.98)  -0.1143
H (-1.17, -3.15, -0.98)  -0.0970
H (-0.02, -3.62, 0.99)  -0.1152
C (2.36, 0.98, 4.39)  -0.0645
N (1.06, 0.37, 4.35)  0.0134
C (0.53, -0.12, 3.21)  -0.6090
N (-0.62, -0.82, 3.21)  0.1046
O (1.18, -0.03, 2.11)  -0.3409
H (2.57, 1.48, 3.44)  0.0922
H (3.12, 0.22, 4.57)  0.0935
H (2.34, 1.71, 5.22)  0.0919
H (0.48, 0.29, 5.19)  0.1469
H (-1.02, -1.04, 2.27)  0.0059
H (-1.26, -0.71, 3.96)  0.0887

---

A molecular structure, C7H14IrO4, computed with wB97M-V/def2-TZVPD.

Summary:
Relative energy (zero: lowest compared OMol25 entry of this formula, charge and spin) in kJ/mol: 948.8
Max |F| in eV Å⁻¹: 5.3
Total charge: +2
Gap between HOMO and LUMO (alpha / beta) in eV: 2.77 / 5.41
⟨S²⟩: 8.788
Spin multiplicity: 6

Each line ends with the Löwdin charge.
Atoms and positions in Å:
O (3.05, 1.40, -1.68)  0.3253
C (1.93, 2.00, -1.60)  -0.0817
C (0.71, 1.38, -2.23)  -0.1859
O (0.50, 0.13, -1.66)  -0.1868
C (-0.43, -0.64, -2.38)  -0.0616
H (2.00, 3.06, -1.93)  0.2099
H (0.77, 1.44, -3.33)  0.1820
H (-0.13, 2.08, -2.06)  0.1605
H (-0.56, -1.58, -1.83)  0.1069
H (-1.41, -0.15, -2.37)  0.1083
H (-0.17, -0.78, -3.45)  0.1176
H (1.40, 1.83, 0.02)  0.1823
O (-1.60, -0.02, 2.86)  -0.2748
C (-1.13, -0.48, 1.60)  -0.2002
C (0.31, 0.15, 1.71)  -0.1913
O (0.22, 1.59, 1.84)  -0.4357
C (1.41, 2.28, 1.57)  0.2585
C (-2.32, -5.08, 1.41)  0.1310
Ir (-1.15, 1.72, 3.19)  1.2673
H (-1.26, -1.59, 1.43)  0.1532
H (-1.57, -0.81, 0.61)  0.1516
H (0.84, -0.07, 0.78)  0.1084
H (0.94, -0.37, 2.44)  0.1561
H (2.13, 1.81, 2.26)  0.1225
H (-1.28, -4.81, 1.21)  -0.0655
H (-3.24, -4.52, 1.59)  -0.0580

---

A gas-phase ion, C7H14N (charge +1), computed with wB97M-V/def2-TZVPD.

Summary:
Relative energy (zero: lowest compared OMol25 entry of this formula, charge and spin) in kJ/mol: 462.5
Max |F| in eV Å⁻¹: 6.2
Total charge: +1
Gap between HOMO and LUMO (alpha / beta) in eV: 5.50 / 6.80

Each line ends with the Löwdin charge.
Atoms and positions in Å:
C (-2.90, 1.04, -0.21)  -0.0817
C (-0.42, -1.87, 0.45)  0.2301
C (-2.34, -0.28, 0.18)  -0.0486
C (-1.05, -0.67, 0.23)  -0.1926
C (0.09, 0.45, -0.17)  -0.1497
C (2.16, -0.31, -1.21)  0.0062
C (2.14, 0.49, 1.22)  -0.0196
N (1.44, 0.27, -0.04)  -0.2837
H (-3.89, 1.26, 0.34)  0.1094
H (-3.27, 0.97, -1.39)  0.1636
H (0.47, -1.99, 0.98)  0.0715
H (-0.77, -2.76, -0.03)  0.1037
H (-3.18, -0.82, 0.63)  0.1338
H (-2.19, 1.98, -0.22)  0.1091
H (-0.02, 1.47, 0.39)  0.1741
H (-0.07, 0.67, -1.17)  0.1030
H (3.04, 0.15, -1.28)  0.0381
H (2.35, -1.48, -1.07)  0.1431
H (1.45, -0.20, -2.04)  0.0969
H (1.82, 1.33, 1.87)  0.1138
H (2.06, -0.52, 1.67)  0.0985
H (3.09, 0.81, 0.89)  0.0810

---

A gas-phase ion, C7H14N (charge +1), computed with wB97M-V/def2-TZVPD.

Summary:
Relative energy (zero: lowest compared OMol25 entry of this formula, charge and spin) in kJ/mol: 263.3
Max |F| in eV Å⁻¹: 5.5
Total charge: +1
Gap between HOMO and LUMO in eV: 9.98
SMILES: CC=C=C([NH3+])C(C)C

Each line ends with the Löwdin charge.
Atoms and positions in Å:
C (1.88, 2.20, 2.18)  -0.0201
C (0.83, 1.81, 1.08)  -0.0865
C (0.18, 0.73, 0.76)  -0.0263
C (-0.45, -0.29, 0.25)  -0.2424
N (-1.90, -0.52, 0.76)  0.2360
C (0.16, -1.17, -0.77)  -0.3186
C (-0.89, -2.23, -1.29)  -0.0552
C (0.61, -0.08, -1.89)  -0.0339
H (2.57, 2.53, 1.55)  0.0276
H (1.39, 3.15, 2.53)  0.1007
H (2.10, 1.52, 2.97)  0.0753
H (0.54, 2.72, 0.41)  0.1631
H (-2.03, -1.54, 0.90)  0.1537
H (-2.55, -0.36, -0.02)  0.1720
H (-2.01, 0.04, 1.64)  0.1874
H (1.05, -1.67, -0.31)  0.1592
H (-0.40, -2.73, -2.13)  0.0921
H (-1.82, -1.91, -1.79)  0.0901
H (-1.28, -2.80, -0.51)  0.0488
H (1.02, 0.94, -1.42)  0.1028
H (-0.34, 0.26, -2.38)  0.0962
H (1.34, -0.60, -2.52)  0.0781

---

Question: Number 3 is which compound?
Answer: C7H14IrN2OP

---

Question: relative energy (zero: lowest compared OMol25 entry of this formula, charge and spin) of number 2 (C7H14HgPS)?
Answer: 0.0 kJ/mol

---

Question: Number 1 is which compound?
Answer: C7H14FNO2